Entry 1:
This record from the Open Molecules 2025 dataset describes a structure of composition C68H81O7PSiSn. The level of theory is ωB97M-V/def2-TZVPD.

Results
Energy relative to the best compared isomer or geometry (same formula, charge and spin) ... 1.018 eV
F_max ... 0.93 eV Å⁻¹
Calculated total energy ... -4011.8037 a.u.
Multiplicity ... 1
Total charge ... -2
HOMO energy ... -1.98 eV
E_LUMO ... 3.5752 eV

Element x y z (Å)
Sn1 2.82 0.55 -0.27
P1 1.43 2.53 -3.94
Si1 6.14 0.45 1.48
O1 4.70 0.93 1.00
O2 2.36 -1.14 1.01
O3 0.68 1.34 -0.93
O4 1.77 -1.37 -1.86
O5 1.85 1.84 1.91
O6 4.15 2.18 -3.69
O7 5.27 1.30 -5.44
C1 -1.39 1.95 -0.01
C2 6.11 -1.05 2.64
C3 -0.13 0.26 4.53
C4 2.67 2.75 2.67
C5 -2.83 0.91 -2.36
C6 4.39 2.01 -4.92
C7 0.75 1.40 2.62
C8 -0.59 -1.53 -2.25
C9 -3.63 1.67 5.22
C10 -3.54 1.43 -1.14
C11 1.74 -3.63 -0.06
C12 -0.92 -4.48 5.24
C13 0.39 -5.02 4.65
C14 2.17 -0.39 3.75
C15 -0.64 -3.92 -0.83
C16 1.45 4.08 -2.95
C17 1.57 -3.32 1.41
C18 -0.60 1.36 -0.97
C19 -0.35 2.39 -4.40
C20 -0.50 1.93 2.35
C21 -2.80 -5.80 -1.01
C22 2.46 4.28 -2.01
C23 0.54 -3.17 -0.86
C24 -2.06 1.36 -5.85
C25 -1.33 2.24 -3.24
C26 -4.20 -3.73 -1.03
C27 2.18 3.20 -5.50
C28 -3.00 -4.44 -1.68
C29 4.03 3.26 -7.07
C30 -0.75 2.74 1.11
C31 -5.60 2.88 -1.31
C32 0.09 -6.37 3.99
C33 -5.68 0.56 -2.22
C34 1.38 -5.27 5.79
C35 -1.27 0.95 -2.29
C36 3.49 2.84 -5.85
C37 1.35 -2.75 4.09
C38 -3.01 1.31 -4.92
C39 -2.83 1.93 -0.13
C40 1.09 -4.27 2.29
C41 -2.81 1.90 -3.56
C42 -0.57 -0.22 -3.00
C43 -0.74 1.94 -5.61
C44 -2.88 -0.68 5.59
C45 -1.76 -3.55 -1.56
C46 7.31 0.01 0.06
C47 2.04 4.51 -7.54
C48 7.07 1.78 2.48
C49 3.31 4.10 -7.90
C50 -5.61 0.93 0.23
C51 -1.53 1.69 3.26
C52 -1.80 1.22 6.83
C53 -1.35 0.92 4.39
C54 0.45 6.18 -2.25
C55 -5.08 1.44 -1.11
C56 -2.41 0.78 5.49
C57 1.47 4.05 -6.36
C58 0.57 -2.02 -1.64
C59 1.46 6.36 -1.30
C60 0.46 5.06 -3.07
C61 0.95 -4.01 3.65
C62 2.47 5.41 -1.20
C63 -3.30 -4.67 -3.17
C64 -1.72 -2.33 -2.22
C65 0.92 0.47 3.65
C66 2.40 -1.70 -3.10
C67 1.94 -2.03 1.85
C68 1.83 -1.77 3.24
H1 7.12 2.73 1.94
H2 -1.40 2.23 6.75
H3 2.67 -2.76 -3.11
H4 0.81 -5.24 1.89
H5 5.56 -0.81 3.55
H6 2.68 2.46 3.72
H7 3.26 5.55 -0.47
H8 2.51 -0.45 4.79
H9 -1.28 3.11 -2.58
H10 3.29 -1.09 -3.18
H11 2.97 0.03 3.13
H12 -2.59 -1.99 -2.77
H13 -1.66 -4.31 4.45
H14 -1.04 -0.35 -3.97
H15 -1.41 3.58 1.35
H16 5.59 -1.89 2.16
H17 -0.64 -4.82 -0.23
H18 -0.31 -7.07 4.74
H19 0.98 -6.01 6.50
H20 0.03 -0.44 5.35
H21 -4.02 -3.58 0.04
H22 -2.40 -5.04 -3.68
H23 3.75 4.45 -8.83
H24 -3.35 -0.99 4.66
H25 1.48 5.18 -8.18
H26 -1.93 -6.31 -1.43
H27 -2.25 0.97 -6.84
H28 -5.37 3.24 -2.32
H29 5.03 2.93 -7.32
H30 2.62 -3.11 -0.43
H31 1.87 -4.71 -0.19
H32 1.44 7.22 -0.65
H33 1.28 -2.51 5.15
H34 2.33 -5.64 5.40
H35 -0.34 6.92 -2.35
H36 0.46 4.34 -6.11
H37 6.95 -0.88 -0.48
H38 1.58 -4.35 6.35
H39 -4.09 -5.42 -3.29
H40 -3.23 -0.07 -2.64
H41 -0.75 -3.53 5.75
H42 -3.99 0.89 -5.15
H43 -3.68 -6.42 -1.19
H44 0.99 -6.81 3.57
H45 -5.17 -0.04 0.47
H46 -0.66 -6.27 3.20
H47 2.26 3.76 2.58
H48 -4.15 1.36 4.31
H49 3.67 2.69 2.27
H50 -5.32 0.86 -3.20
H51 8.10 1.46 2.69
H52 -4.37 -2.75 -1.48
H53 -6.69 2.92 -1.18
H54 -0.33 4.93 -3.80
H55 7.33 0.83 -0.67
H56 1.74 -1.50 -3.94
H57 0.46 0.09 -3.14
H58 -0.99 0.56 7.13
H59 7.11 -1.38 2.92
H60 6.58 1.96 3.44
H61 -5.13 3.55 -0.59
H62 -6.77 0.66 -2.21
H63 -5.35 1.62 1.04
H64 -3.51 2.74 -3.44
H65 -5.11 -4.33 -1.15
H66 -3.62 -3.75 -3.66
H67 -2.56 1.21 7.62
H68 -3.60 -0.79 6.41
H69 -0.05 1.98 -6.45
H70 3.25 3.54 -1.93
H71 -2.03 -1.34 5.78
H72 -4.33 1.59 6.05
H73 0.20 3.14 0.74
H74 -2.49 2.15 3.04
H75 -1.34 -5.19 5.97
H76 -3.36 2.36 0.72
H77 -5.43 -0.49 -2.06
H78 -2.67 -5.70 0.07
H79 8.33 -0.18 0.39
H80 -6.70 0.83 0.21
H81 -3.34 2.72 5.11

Entry 2:
This record from the Open Molecules 2025 dataset describes a structure of composition C68H88Br2N6O6SSi2Sr in a non-equilibrium geometry. The level of theory is ωB97M-V/def2-TZVPD.

Results
Energy relative to the best compared isomer or geometry (same formula, charge and spin) ... 0.118 eV
F_max ... 1.57 eV Å⁻¹
Calculated total energy ... -9580.2474 a.u.
Multiplicity ... 1
Total charge ... -2
HOMO energy (alpha / beta) ... -1.43 / -2.65 eV
E_LUMO (alpha / beta) ... 3.3669 / 3.3764 eV

Element x y z (Å)
Sr1 0.79 -1.22 -0.26
Br1 -0.01 -3.79 -4.85
Br2 4.65 -1.18 -6.68
S1 0.71 2.27 -0.46
Si1 -2.18 0.72 -5.02
Si2 1.00 4.28 -0.51
O1 1.71 4.81 -1.92
O2 -0.38 5.20 -0.35
O3 2.01 4.83 0.70
O4 4.10 -0.87 6.47
O5 0.60 -2.19 -2.29
O6 5.65 -2.38 6.07
N1 4.71 -1.64 5.67
N2 3.29 -2.12 0.28
N3 2.48 -0.25 -1.91
N4 -2.41 -1.12 2.06
N5 1.95 -0.33 1.81
N6 -0.67 -3.34 0.63
C1 2.47 -0.93 -3.09
C2 -2.54 5.80 0.36
C3 -4.68 -3.92 -0.64
C4 3.63 -2.02 1.59
C5 -2.36 -4.87 -0.24
C6 5.04 -2.58 3.51
C7 -3.83 1.55 -4.69
C8 -3.93 -4.42 1.69
C9 -3.40 -0.71 4.82
C10 -3.17 1.96 -0.51
C11 -3.94 -2.10 5.17
C12 -5.35 0.96 1.37
C13 3.33 -0.82 3.75
C14 -2.69 -6.05 -0.89
C15 2.27 -5.26 -1.73
C16 0.60 -3.61 4.59
C17 0.21 -2.40 4.06
C18 -3.47 -0.25 2.29
C19 4.11 3.71 0.16
C20 3.77 5.03 2.25
C21 2.35 -2.32 -5.50
C22 3.39 0.67 -1.69
C23 4.06 -2.82 -0.53
C24 2.12 -5.95 0.66
C25 5.18 -3.53 -0.08
C26 -1.00 -4.53 -0.07
C27 2.27 5.10 -4.19
C28 -1.27 1.86 -6.22
C29 0.00 -5.37 -0.60
C30 3.43 4.94 0.77
C31 4.40 0.31 -3.82
C32 -0.39 -6.54 -1.25
C33 1.14 5.20 -3.17
C34 -0.48 -3.46 1.95
C35 -4.19 -0.23 -1.23
C36 0.27 -4.78 3.87
C37 -0.42 -2.31 2.81
C38 -1.19 0.41 -3.51
C39 2.73 0.27 4.40
C40 0.00 4.26 -3.57
C41 -0.52 6.93 1.30
C42 -4.10 0.38 1.20
C43 0.64 6.64 -3.08
C44 1.40 -2.56 -4.50
C45 -3.52 0.24 6.02
C46 1.42 -1.93 -3.25
C47 -2.50 -0.89 -5.91
C48 -0.28 -4.72 2.62
C49 1.79 1.04 3.75
C50 -1.29 -1.14 2.67
C51 3.43 -0.68 -4.10
C52 -3.47 -3.98 0.30
C53 -3.40 0.49 -0.14
C54 1.48 -5.08 -0.43
C55 2.92 -1.05 2.42
C56 1.42 0.70 2.46
C57 3.88 6.21 0.05
C58 4.38 0.98 -2.63
C59 4.36 -1.69 4.33
C60 5.49 -3.51 1.26
C61 -1.10 5.61 0.81
C62 -1.05 4.57 1.94
C63 -5.33 0.41 3.69
C64 3.35 -1.42 -5.30
C65 -5.99 0.95 2.60
C66 4.73 -2.71 2.15
C67 -4.07 -0.16 3.57
C68 -1.72 -6.90 -1.39
H1 -0.82 4.33 -2.86
H2 0.47 -5.75 4.32
H3 -2.94 -1.64 -5.24
H4 4.97 6.31 0.09
H5 3.56 6.18 -0.99
H6 0.19 6.95 -4.03
H7 0.31 -1.50 4.66
H8 3.09 5.76 -3.90
H9 3.42 4.12 2.76
H10 3.43 7.09 0.53
H11 -5.33 -3.08 -0.36
H12 -5.00 -2.05 5.41
H13 -3.43 1.29 5.70
H14 -4.18 -1.31 -1.07
H15 -2.73 0.04 6.75
H16 0.71 1.31 1.90
H17 0.35 3.23 -3.59
H18 -3.70 2.46 -4.10
H19 -2.34 -0.83 4.63
H20 -4.37 -3.78 -1.68
H21 -2.58 6.54 -0.45
H22 4.85 5.13 2.40
H23 -2.66 2.49 0.29
H24 -0.25 1.50 -6.40
H25 3.02 0.50 5.41
H26 -3.41 -2.52 6.03
H27 5.16 0.53 -4.56
H28 0.54 6.80 1.53
H29 -1.57 -1.32 -6.30
H30 -4.32 1.81 -5.63
H31 -4.71 -3.75 2.06
H32 3.33 1.19 -0.74
H33 -1.80 1.90 -7.18
H34 3.87 3.63 -0.91
H35 1.92 5.38 -5.18
H36 -0.10 6.72 -2.28
H37 -2.56 2.04 -1.41
H38 -1.99 -7.81 -1.90
H39 -0.02 4.45 2.30
H40 -2.42 0.02 -0.05
H41 3.75 2.81 0.66
H42 0.38 -7.20 -1.65
H43 -1.20 2.87 -5.82
H44 1.34 1.90 4.23
H45 -4.13 2.46 -0.69
H46 -3.05 -2.98 0.41
H47 -0.61 7.69 0.52
H48 5.19 3.78 0.28
H49 -5.27 -4.83 -0.58
H50 5.77 -4.10 -0.78
H51 3.78 -2.83 -1.58
H52 -1.69 4.89 2.77
H53 2.24 -6.30 -2.07
H54 -1.06 -0.59 -3.11
H55 -3.19 -0.75 -6.75
H56 -0.37 4.53 -4.57
H57 3.26 5.89 2.69
H58 -3.74 -6.32 -1.01
H59 1.86 -4.64 -2.52
H60 2.28 -2.86 -6.44
H61 3.17 -5.69 0.79
H62 -4.34 -5.44 1.64
H63 6.33 -4.07 1.65
H64 1.62 -5.82 1.62
H65 -3.11 -4.42 2.40
H66 -2.94 4.86 -0.02
H67 -0.51 -5.63 2.08
H68 -0.73 1.20 -2.91
H69 1.48 7.31 -2.85
H70 -4.48 0.13 6.53
H71 5.10 1.75 -2.41
H72 -3.74 -0.03 -2.21
H73 3.32 -5.00 -1.57
H74 -1.05 7.28 2.20
H75 -4.51 0.89 -4.13
H76 -5.81 0.43 4.66
H77 -5.22 0.11 -1.26
H78 1.58 -4.04 -0.12
H79 1.08 -3.66 5.56
H80 2.64 4.07 -4.22
H81 -1.38 3.60 1.58
H82 5.85 -3.16 3.94
H83 -3.80 -2.79 4.33
H84 -0.97 -0.28 3.27
H85 -6.99 1.37 2.70
H86 -5.83 1.43 0.52
H87 2.06 -7.01 0.38
H88 -3.17 6.15 1.19